75
Properties=species:S:1:pos:R:3:lowdin_charge:R:1 method="wB97M-V/def2-TZVPD" multiplicity=4 lumo_ha="-0.0790 / -0.0794" gap_ev="8.121 / 8.178" e_above_lowest_kj_mol=0.0 total_charge=+1
Co -0.4969 0.5765 -0.0854 0.69
H 0.3066 0.0074 -5.0503 0.10
H -1.1822 -4.4753 -1.2968 0.11
C -0.5744 4.5363 2.7065 -0.34
C -2.0671 4.0088 1.1205 -0.84
C 4.5989 -3.1464 0.3411 -0.40
O -0.1364 -0.2012 2.1179 -0.15
N 1.8297 0.3552 0.1259 0.01
H 1.5431 4.7009 2.8848 0.09
H 0.1082 3.5232 -1.5955 0.07
H 5.6204 -1.2966 -0.1625 0.13
C 3.2130 -3.7721 0.1905 -0.07
N -0.2622 -1.2480 -1.2716 0.03
C -2.4003 0.2112 2.6713 -0.15
C -1.0866 -3.2057 -3.0427 -0.04
H -5.8670 -1.9221 -1.3891 0.12
H 3.2181 -4.7859 0.5889 0.09
H -3.0937 0.4675 3.4715 0.13
H 0.6968 2.3569 -5.6488 0.11
C 0.2396 0.7717 -4.2841 -0.04
H 0.6099 2.3918 1.9355 0.08
C -0.3604 -0.9622 -2.5828 -0.25
H -0.4129 -2.6601 0.2148 0.11
C 0.4743 2.0903 -4.6241 -0.08
N -2.6125 -0.1739 -0.2442 0.06
N 3.4989 -0.3722 1.3014 0.10
H -3.3050 5.5544 1.8035 0.15
H 2.3928 -0.6002 -1.6953 0.14
H -1.4271 -3.9637 -3.7358 0.12
C -0.9594 -3.4931 -1.6890 -0.05
H 0.7892 -0.1187 2.3874 0.05
N -0.8429 3.6731 1.6532 -0.08
C 0.1494 2.7166 -2.3234 -0.14
C 4.6586 -1.7718 -0.3542 -0.09
N -1.5520 5.3522 2.8769 0.13
C -3.1021 0.0025 -1.4776 -0.14
H 2.9031 -3.8226 -0.8561 0.08
H -0.8903 -1.6850 -4.5366 0.11
H 0.5792 4.1074 -3.9013 0.11
H 0.5538 3.0120 0.4097 0.09
C -2.7909 -1.1185 1.9995 -0.11
H 5.3223 -3.7693 -0.1910 0.14
N -2.4555 5.0289 1.9102 0.03
C -4.4858 -1.5787 0.2174 -0.01
C 5.0181 -3.0856 1.8100 -0.08
N 2.4426 0.3481 1.3275 -0.02
C -4.2555 -0.6012 -1.9343 -0.03
C -3.3111 -0.9392 0.6027 -0.26
C 2.5696 -0.3959 -0.6533 -0.09
H -1.9035 -1.7544 1.9395 0.11
C -0.7794 -1.9360 -3.4920 0.00
N 3.6039 -0.8562 0.0620 -0.08
H 0.6071 5.2799 4.2712 0.09
C -0.5399 -2.4826 -0.8485 -0.12
H -0.6946 1.0705 3.6799 0.11
H -5.0121 -2.1928 0.9352 0.12
S -2.8330 3.3492 -0.1761 0.65
H -2.4267 1.0107 1.9259 0.08
H 2.4641 -3.2017 0.7465 0.07
H 4.3352 -2.4706 2.3904 0.06
H -4.5888 -0.4276 -2.9477 0.12
H -0.9259 -0.6647 3.9768 0.13
N -0.0108 2.6562 1.1788 0.12
C -0.0938 1.3999 -1.9378 -0.17
H 5.0214 -4.0890 2.2357 0.08
C -4.9595 -1.4262 -1.0713 -0.04
C -0.9931 0.1223 3.2193 -0.22
H 6.0212 -2.6699 1.9146 0.08
H 0.8038 3.5418 4.0034 0.08
C 0.6703 4.5071 3.5105 0.00
H -2.5435 0.6672 -2.1233 0.10
H 4.5406 -1.9054 -1.4284 0.13
C 0.4153 3.0685 -3.6414 -0.08
C -0.0545 0.4286 -2.9597 -0.24
H -3.5301 -1.6521 2.5937 0.12